{"formula": "C7H10O8", "method": "wB97M-V/def2-TZVPD", "relative_energy_kj_mol": 0.0, "homo_lumo_gap_ev": [11.171, 3.694], "e_tot_ha": -874.510833, "lumo_energy_ha": [0.0144, -0.0809], "multiplicity": 1, "elements": ["C", "O", "O", "O", "C", "O", "O", "C", "C", "H", "H", "H", "H", "H", "C", "C", "O", "C", "O", "O", "H", "H", "H", "H", "H"], "xyz": [[-0.627, -1.711, 4.303], [-0.328, -2.902, 4.377], [-0.569, -1.187, 2.981], [0.121, -1.968, -0.458], [-0.011, -1.408, -1.636], [-0.408, -0.278, -1.849], [0.386, -2.246, -2.574], [-0.263, -1.186, 0.679], [-0.184, -2.045, 1.920], [0.377, -1.799, -3.431], [-1.287, -0.820, 0.533], [0.421, -0.332, 0.765], [0.837, -2.429, 2.064], [-0.861, -2.909, 1.834], [-1.554, 1.970, -0.120], [-0.553, 2.151, -1.143], [0.614, 2.076, -0.611], [1.805, 2.128, -1.395], [1.811, 2.011, -2.571], [2.767, 2.355, -0.562], [-2.398, 1.387, -0.503], [-1.243, 1.584, 0.852], [-1.841, 3.094, -0.221], [-0.644, 2.129, -2.230], [3.632, 2.335, -1.001]], "atomic_forces_ev_per_a": [[1.76, -4.34, -4.25], [-1.14, 3.60, 1.39], [-0.72, 1.18, 2.75], [0.12, -0.89, 0.93], [-0.41, 1.88, -0.56], [0.15, -1.32, 0.20], [0.38, -0.85, -0.40], [-0.18, 0.75, -0.23], [0.35, -1.18, -0.40], [-0.16, 0.16, 0.19], [0.28, -0.01, 0.05], [-0.25, -0.09, -0.03], [-0.29, 0.14, 0.08], [0.15, 0.26, 0.15], [-2.43, 2.14, -1.25], [-1.29, -0.34, -2.41], [6.64, 0.05, 0.55], [-3.91, -0.20, 0.97], [0.40, -0.06, -1.16], [1.73, 0.16, 1.25], [-0.05, 0.08, 0.20], [0.19, 0.56, -0.23], [-0.75, -1.61, 1.81], [-0.23, -0.09, 0.55], [-0.35, 0.00, -0.15]]}